No. 1
16
Properties=species:S:1:pos:R:3:forces:R:3:mulliken_charge:R:1 method="wB97M-V/def2-TZVPD" homo_lumo_gap_ev="7.65 / 7.64" e_above_lowest_kj_mol=523.9 charge=0 spin_multiplicity=1 e_homo_ha="-0.3093 / -0.3090"
C 0.89533 -1.73164 0.22824 0.1 -2.9 -0.2 -0.17
C -0.45014 -1.79954 0.31113 -1.0 0.4 0.4 -0.51
C 1.53771 -0.41174 0.02873 1.7 -0.7 0.0 0.49
C -2.35731 0.23452 0.08087 -1.3 0.1 -0.2 -0.28
C -1.17659 -0.57204 -0.01642 2.1 0.6 0.3 0.74
C 1.13453 1.91108 -0.08611 -0.1 -2.3 -1.1 -0.76
N 0.86487 0.58805 0.57344 -2.4 1.0 -1.1 -0.45
O 2.66250 -0.37899 -0.49217 -0.3 0.0 -0.3 -0.68
O -1.50971 0.07127 -1.12172 0.5 -0.6 0.2 -0.34
H 1.56145 -2.69676 0.19735 -1.3 2.1 0.4 0.33
H -1.13120 -2.57860 0.77198 1.3 0.5 -0.9 0.30
H -3.40693 -0.25631 -0.10624 2.1 1.4 0.9 0.25
H -2.11901 1.22994 0.53943 -1.1 -1.0 -0.3 0.26
H 2.20207 1.82323 -0.55040 -1.6 0.8 1.3 0.35
H 0.45523 1.91150 -1.03197 0.7 0.4 1.5 0.21
H 0.83721 2.65603 0.67387 0.7 0.1 -0.9 0.26

No. 2
16
Properties=species:S:1:pos:R:3:forces:R:3:mulliken_charge:R:1 method="wB97M-V/def2-TZVPD" homo_lumo_gap_ev=11.40 e_above_lowest_kj_mol=474.1 charge=0 spin_multiplicity=1 e_homo_ha=-0.3977
C 2.33027 -0.66278 -0.42548 -2.8 4.4 2.2 0.17
C 0.13922 0.46593 -0.14930 1.4 1.0 -2.1 1.26
C -0.32885 -0.26789 1.04339 0.0 -2.4 2.9 -0.77
C -1.30490 -1.03192 0.08776 -3.0 -0.6 -0.7 -0.25
C -1.29355 0.33585 -0.57308 -5.8 2.7 -2.7 -0.62
C 0.58419 1.80430 -0.14303 0.2 9.8 3.1 -0.29
H 2.95771 -1.19179 -1.14694 -0.2 -0.2 0.2 0.36
H 0.36447 -0.94495 1.46827 1.1 -0.4 0.6 0.31
H -0.73526 0.32820 1.93289 0.2 -0.6 -1.8 0.29
H -2.44206 -1.46453 0.38168 3.5 1.0 -0.6 0.28
H -0.72630 -1.70532 -0.67880 -1.2 0.8 2.0 0.20
H -1.91569 1.17719 0.21279 1.8 -2.5 -2.6 0.25
H -1.91659 0.54029 -1.77023 2.6 -0.6 3.5 0.26
N 0.63955 3.00337 0.10390 0.1 -7.3 -1.9 -0.54
O 2.54640 -0.21454 0.69166 0.7 -2.2 -2.4 -0.46
O 1.10139 -0.17143 -1.03548 1.3 -2.8 0.1 -0.43

No. 3
16
Properties=species:S:1:pos:R:3:forces:R:3:mulliken_charge:R:1 method="wB97M-V/def2-TZVPD" homo_lumo_gap_ev=8.74 e_above_lowest_kj_mol=799.2 smiles="C[C@]12CC1=C2C[N+](=O)[O-]" charge=0 spin_multiplicity=1 e_homo_ha=-0.3156
C 0.38951 -1.28672 0.98175 0.6 -2.1 0.4 -1.02
C 0.40126 -0.13380 0.10336 -1.7 2.5 -0.2 0.26
C 1.49788 0.70437 -0.38763 2.7 -1.2 1.1 -0.19
C 0.49024 1.74948 0.17785 1.3 0.8 0.3 -0.70
C -0.56521 0.94915 0.03122 -3.5 -1.3 0.0 0.38
C -2.26661 1.12757 0.35643 4.1 2.8 -2.4 -0.49
N -2.82677 -0.01705 -0.27362 0.5 -1.1 1.3 1.00
O -3.59321 0.03893 -1.16122 -2.0 1.1 -2.3 -0.59
O -2.40008 -1.05344 0.15844 0.3 -1.9 0.8 -0.61
H 0.52043 -1.08626 2.09074 0.1 0.0 -1.3 0.29
H 1.20537 -2.04483 0.57978 -1.8 1.3 1.1 0.28
H -0.66514 -1.63903 0.84457 1.3 -0.4 0.4 0.32
H 1.70862 0.64694 -1.46234 -0.3 0.6 0.4 0.23
H 2.50036 0.51462 0.24788 -2.0 0.7 -1.5 0.24
H -2.69744 2.08548 -0.05824 0.7 -1.2 0.3 0.34
H -2.29896 1.13861 1.39901 -0.5 -0.5 1.6 0.25

No. 4
16
Properties=species:S:1:pos:R:3:forces:R:3:mulliken_charge:R:1 method="wB97M-V/def2-TZVPD" homo_lumo_gap_ev=7.62 e_above_lowest_kj_mol=567.0 smiles="CN1CC1=O.C=C=C=O" charge=0 spin_multiplicity=1 e_homo_ha=-0.2905
C 1.89132 0.55040 0.87328 0.5 -0.8 0.0 -0.97
N 0.80863 0.14672 -0.01160 0.4 -0.8 -0.6 -0.04
C 1.09539 -0.34127 -1.42194 -0.3 0.6 -0.2 -0.67
C 0.34139 -1.12262 -0.44686 0.4 0.8 1.0 0.64
O -0.11118 -2.12716 -0.00161 0.2 0.3 -0.5 -0.49
H 2.81438 -0.00350 0.69306 0.0 -0.4 -0.4 0.38
H 1.65346 0.29726 1.90463 -0.3 0.7 0.1 0.34
H 2.16348 1.58309 0.64783 -0.5 0.1 0.5 0.31
H 2.06134 -0.76292 -1.69062 0.3 0.1 0.5 0.30
H 0.76789 0.37135 -2.16779 -0.6 -0.4 -0.2 0.25
C -2.83084 -0.61284 0.43323 0.2 -0.7 -0.2 -0.52
C -2.01758 0.29722 -0.04581 2.8 0.6 0.9 -0.06
C -1.16190 1.32453 0.02084 -5.3 1.1 -0.6 0.53
O -1.17234 2.51760 -0.08667 2.4 -1.4 -0.1 -0.46
H -3.48205 -0.50928 1.29756 0.4 0.2 0.3 0.25
H -2.82140 -1.60856 0.00248 -0.6 0.0 -0.5 0.23

No. 5
16
Properties=species:S:1:pos:R:3:forces:R:3:mulliken_charge:R:1 method="wB97M-V/def2-TZVPD" homo_lumo_gap_ev=9.64 e_above_lowest_kj_mol=285.6 charge=0 spin_multiplicity=1 e_homo_ha=-0.3251
C 0.49283 -1.77874 -0.09405 -2.9 3.2 3.3 0.53
C -0.58535 -0.64081 1.10179 1.4 -2.1 -1.9 0.50
C 0.36463 0.50530 -0.73615 -0.2 -1.3 -0.1 0.56
C 0.79094 -3.06154 -0.04322 2.0 -0.6 0.5 -0.83
C 0.65246 1.48668 -1.61956 -1.4 -0.8 1.0 -0.92
C -1.06921 1.76172 0.79265 1.7 1.5 0.6 -1.03
N -0.45604 0.52122 0.41598 0.3 -0.4 -1.8 0.11
O -1.20134 -0.83065 2.10456 0.3 -0.2 -0.2 -0.55
O 0.83031 -0.80412 -0.95123 0.8 0.5 -0.9 -0.42
H 1.65644 -3.44479 -0.64911 -1.2 0.4 0.1 0.25
H 0.60202 -3.68473 0.85899 -0.4 0.8 -0.9 0.28
H 1.22005 1.18665 -2.51142 -0.4 0.6 0.5 0.32
H 0.00516 2.39141 -1.51173 1.3 -0.7 -0.5 0.18
H -1.77375 1.66969 1.60191 -0.9 -0.4 -0.4 0.37
H -0.25778 2.27280 1.30123 0.2 0.7 0.2 0.43
H -1.27137 2.44991 -0.06065 -0.7 -1.1 0.7 0.20

No. 6
16
Properties=species:S:1:pos:R:3:forces:R:3:mulliken_charge:R:1 method="wB97M-V/def2-TZVPD" homo_lumo_gap_ev=9.36 e_above_lowest_kj_mol=480.4 smiles="C=C1C=NOC2(CC2)O1" charge=0 spin_multiplicity=1 e_homo_ha=-0.3350
C -1.80130 1.91054 0.46515 0.9 1.6 -0.1 -0.76
C -1.21000 0.71968 0.38524 1.1 1.8 -3.7 0.69
C -1.41143 -0.56665 1.02044 2.1 -0.6 -0.4 -0.29
N -0.63285 -1.60876 0.81832 -4.2 1.5 2.2 -0.46
O 0.19603 -1.48032 -0.16956 3.6 0.2 -2.3 -0.21
C 0.71918 -0.18320 -0.39993 1.7 0.7 -2.8 0.79
C 2.09870 0.21339 0.11702 -0.9 1.7 1.2 -0.52
C 1.93805 -0.00459 -1.33266 -1.7 -1.1 1.6 -0.82
O -0.26292 0.71221 -0.75955 -1.3 -0.4 3.2 -0.40
H -1.40461 2.89781 -0.07325 -0.9 -2.8 1.0 0.20
H -2.59141 2.04786 1.16239 -0.6 0.2 0.5 0.29
H -2.18074 -0.59511 1.73458 -0.6 -0.5 1.0 0.44
H 2.21938 1.31045 0.37978 -0.1 -1.7 0.3 0.25
H 2.58522 -0.59997 0.66894 0.1 0.8 0.0 0.24
H 2.31185 -0.90446 -1.60880 1.2 -2.7 -1.1 0.28
H 2.02611 0.71463 -2.09056 -0.4 1.3 -0.5 0.27

No. 7
17
Properties=species:S:1:pos:R:3:forces:R:3:mulliken_charge:R:1 method="wB97M-V/def2-TZVPD" homo_lumo_gap_ev=9.35 e_above_lowest_kj_mol=380.9 smiles="O=C=C1CC1.CSN=C=O" charge=0 spin_multiplicity=1 e_homo_ha=-0.3220
O -1.38565 1.66088 -0.45390 0.0 -1.6 0.4 -0.53
C -1.27509 0.55471 -0.04118 -0.3 2.9 -0.8 0.95
C -1.07058 -0.55816 0.51576 0.3 -2.6 2.0 -0.43
C -1.41726 -1.40305 1.74730 -2.1 0.1 0.9 -0.51
C -0.88728 -2.06192 0.51989 2.9 2.3 2.0 -0.39
H -2.50659 -1.59382 1.78780 0.5 0.4 0.1 0.22
H -1.07022 -1.37292 2.84577 0.5 0.2 -2.3 0.22
H 0.16489 -2.36547 0.61734 -0.6 -0.2 -0.6 0.17
H -1.57166 -2.56090 -0.04295 -1.4 -1.7 -1.6 0.27
C 1.25848 1.90760 -2.21362 -1.0 -0.9 -1.4 -0.66
S 1.69975 0.26580 -1.55264 -0.1 0.6 0.3 0.01
N 1.90112 0.66503 0.10384 -0.1 0.1 -2.4 -0.32
C 1.46142 0.26461 1.14744 1.3 0.6 0.9 0.66
O 1.43204 0.09306 2.29882 -1.0 -0.7 0.7 -0.44
H 0.25195 2.14288 -1.84722 0.8 0.7 0.8 0.19
H 0.90636 1.75054 -3.28960 1.3 -0.1 1.0 0.31
H 2.10831 2.61113 -2.14287 -0.9 -0.2 0.1 0.27

No. 8
17
Properties=species:S:1:pos:R:3:forces:R:3:mulliken_charge:R:1 method="wB97M-V/def2-TZVPD" homo_lumo_gap_ev=10.53 e_above_lowest_kj_mol=157.9 smiles="C#C[C@H](N)C(=O)CC(=O)O" charge=0 spin_multiplicity=1 e_homo_ha=-0.3777
C 1.16857 2.99032 1.40423 -0.2 -0.8 -0.3 0.07
C 1.08819 1.89513 0.89737 0.1 1.0 0.5 -0.79
C 1.02532 0.58175 0.23489 0.3 0.0 0.6 0.23
N 1.32443 0.58903 -1.18882 -0.3 0.1 -0.4 -0.57
C -0.34468 -0.08931 0.40577 -0.4 0.3 -0.9 0.60
O -1.34088 0.54376 0.69071 0.5 -0.1 0.2 -0.68
C -0.40153 -1.54759 0.02197 0.5 -0.3 0.5 -0.60
C -1.68288 -2.05906 -0.61539 -0.5 -0.6 -0.8 0.46
O -1.71802 -3.11584 -1.20002 0.2 0.7 0.5 -0.57
O -2.76954 -1.28787 -0.53007 0.1 0.1 0.2 -0.50
H 1.19805 3.96336 1.86222 0.0 -0.4 -0.2 0.43
H 1.74895 -0.09072 0.72357 -0.1 0.2 -0.1 0.32
H 2.30971 0.75660 -1.36258 -0.2 0.1 0.1 0.26
H 0.76989 1.29489 -1.68421 0.4 -0.3 0.3 0.26
H -0.25766 -2.11489 0.95876 -0.1 0.1 -0.2 0.32
H 0.44354 -1.82637 -0.61705 -0.3 0.2 0.1 0.34
H -2.56145 -0.48319 -0.00136 0.0 -0.2 -0.1 0.41